The following is a quantum chemistry calculation of 8 unconnected molecules or ions with the total composition C62H48BN3O18 at a distorted geometry, from the OMol25 dataset.

- max |F| (eV Å⁻¹) = 2.60
- SMILES = CCNC1=C(c2cccnc2)C(=O)c2cc(B(O)O)c(N=C(C)C)cc2C1=O.O=C1C=CC(=O)C=C1.O=C1C=CC(=O)C=C1.O=C1C=CC(=O)C=C1.O=C1C=CC(=O)C=C1.O=C1C=CC(=O)C=C1.O=C1C=CC(=O)C=C1.O=C1C=CC(=O)C=C1
- LUMO (eV) = -2.236
- highest occupied orbital energy (eV) = -7.7

Geometry as XYZ:
```
132
Properties=species:S:1:pos:R:3:forces:R:3:mulliken_charge:R:1
C 1.0333 -3.1398 1.0805 -0.750 0.151 -0.281 -1.21
C 0.3253 -1.7900 1.3215 0.254 -0.804 0.573 0.09
N -0.6858 -1.5148 0.2841 0.170 0.382 -0.224 -0.13
C -0.3842 -0.3141 -0.4320 0.532 -0.948 0.003 -0.54
C -1.1803 0.7497 -0.4618 -0.449 0.731 -0.065 0.56
C -2.4906 0.8251 0.2478 0.808 -0.454 0.256 0.54
C -2.6386 0.3046 1.5388 -0.673 0.610 -0.605 -0.76
C -3.9045 0.4851 2.0818 0.883 -0.478 0.442 -0.58
C -4.8807 1.1271 1.3533 -1.916 0.361 0.552 -0.43
N -4.8060 1.6062 0.1113 1.372 -0.766 0.902 -0.59
C -3.5746 1.4157 -0.3747 -0.139 0.827 -1.717 0.16
C -0.6499 1.9487 -1.2431 0.616 -0.257 0.036 0.16
O -1.3339 2.6597 -1.9425 0.110 -0.001 0.509 -0.59
C 0.8358 2.1557 -1.1076 -1.138 -0.086 0.028 -0.27
C 1.3899 3.4114 -1.0074 0.090 -0.006 -0.319 -0.49
C 2.7630 3.5301 -0.8853 0.567 0.917 -0.053 0.71
B 3.3708 4.9936 -0.7770 -0.166 -0.079 -0.303 0.68
O 2.8023 5.9843 -1.5899 0.089 -0.380 0.567 -0.56
O 4.3940 5.3413 0.0917 -0.612 0.334 0.040 -0.54
C 3.6076 2.3994 -0.8702 -0.108 2.052 -0.020 0.18
N 4.9750 2.6142 -0.7838 -1.080 -2.194 0.872 -0.45
C 5.6598 1.9095 0.0392 0.917 -0.384 -0.667 0.55
C 6.4059 0.6750 -0.4740 0.709 1.303 -0.393 -1.32
C 5.8055 2.2652 1.4958 0.248 -0.053 0.055 -0.63
C 3.0162 1.1342 -0.9478 0.970 -0.353 0.133 -0.33
C 1.6618 1.0419 -1.0711 -0.944 -0.879 -0.015 0.10
C 0.9611 -0.2908 -1.1405 -0.069 0.755 0.235 0.26
O 1.4309 -1.2732 -1.6736 -0.228 -0.086 0.592 -0.79
H 0.3255 -3.9510 1.3180 0.468 0.335 -0.025 0.17
H 1.2470 -3.2309 0.0089 0.277 0.002 0.235 0.21
H 1.9529 -3.2567 1.6606 -0.178 0.021 -0.026 0.49
H 1.0586 -0.9771 1.4241 -0.185 -0.023 -0.328 0.12
H -0.1719 -1.8558 2.3044 0.023 0.178 -0.204 0.40
H -0.7407 -2.2952 -0.3634 0.094 0.033 0.064 0.46
H -1.8166 -0.1726 2.0531 -0.149 0.029 0.056 0.39
H -4.1293 0.1241 3.0808 -0.057 0.114 -0.124 0.37
H -5.8477 1.2683 1.8451 0.158 -0.051 -0.141 0.37
H -3.4159 1.7831 -1.3860 -0.084 -0.079 0.225 0.37
H 0.7589 4.2958 -1.0021 -0.021 -0.155 -0.138 0.23
H 2.0594 6.3672 -1.1079 0.049 0.330 -0.313 0.29
H 4.0874 5.2533 1.0022 0.398 -0.342 0.034 0.29
H 5.8624 -0.2415 -0.2211 0.138 0.160 0.278 0.29
H 6.4537 0.7617 -1.5638 -0.159 -0.160 0.157 0.30
H 7.4380 0.6853 -0.1011 -0.248 -0.481 0.161 0.49
H 6.7326 1.8581 1.9179 -0.263 -0.145 -0.071 0.50
H 4.9434 1.9148 2.0880 0.320 0.209 -0.398 -0.26
H 5.8644 3.3537 1.5942 -0.280 -0.177 -0.055 0.28
H 3.6228 0.2335 -0.9083 -0.094 0.076 -0.162 0.45
C -3.4121 5.0816 -1.6338 0.044 -0.074 -0.032 0.27
C -4.1334 5.6286 -2.6090 0.026 0.030 0.105 -0.30
C -4.9345 6.8533 -2.3816 -0.015 -0.028 -0.113 0.23
O -5.5948 7.3516 -3.2696 -0.011 0.018 0.034 -0.57
C -4.9012 7.4505 -1.0227 0.020 0.022 0.091 -0.49
C -4.1805 6.9058 -0.0466 -0.048 0.062 0.014 -0.43
C -3.3783 5.6780 -0.2767 -0.008 -0.051 -0.008 0.16
O -2.7187 5.1830 0.6142 0.020 0.046 -0.002 -0.57
H -2.8203 4.1864 -1.7788 -0.045 0.026 -0.006 0.46
H -4.1695 5.2083 -3.6055 -0.020 0.019 -0.006 0.49
H -5.4925 8.3456 -0.8762 -0.015 -0.004 -0.045 0.41
H -4.1440 7.3263 0.9507 0.020 -0.030 0.010 0.43
C -1.3285 -7.2066 4.0793 -0.058 0.070 -0.066 -0.38
C -1.2688 -6.5581 2.9187 -0.020 -0.014 0.074 -0.25
C -0.0878 -6.6784 2.0303 -0.031 -0.024 -0.077 0.50
O -0.0305 -6.0854 0.9723 -0.050 -0.184 0.044 -0.58
C 1.0237 -7.5493 2.4825 0.055 -0.050 0.047 -0.44
C 0.9651 -8.1983 3.6424 0.054 0.033 -0.080 -0.35
C -0.2164 -8.0790 4.5325 -0.017 -0.038 0.107 0.33
O -0.2708 -8.6715 5.5873 0.006 -0.010 -0.038 -0.55
H -2.1809 -7.1311 4.7422 0.035 -0.020 0.042 0.42
H -2.0700 -5.9181 2.5709 0.021 0.005 -0.037 0.45
H 1.8762 -7.6240 1.8193 -0.024 0.027 -0.033 0.43
H 1.7665 -8.8380 3.9894 -0.028 -0.011 0.039 0.41
C 3.7034 0.7656 4.4348 -0.006 -0.024 -0.013 -0.18
C 3.3666 -0.0238 5.4497 0.044 -0.048 -0.070 -0.62
C 2.5688 0.4884 6.5896 -0.017 0.007 0.036 0.21
O 2.2620 -0.2354 7.5129 0.021 0.017 -0.065 -0.52
C 2.1610 1.9136 6.5562 -0.008 0.081 -0.024 -0.38
C 2.4981 2.7043 5.5402 -0.026 -0.017 0.078 -0.50
C 3.2943 2.1922 4.3987 -0.050 0.091 -0.027 0.66
O 3.5967 2.9105 3.4677 -0.181 -0.008 0.205 -0.49
H 4.2841 0.4076 3.5944 -0.002 -0.002 0.000 0.43
H 3.6537 -1.0669 5.4925 -0.016 0.000 0.042 0.47
H 1.5785 2.2674 7.3973 0.004 -0.037 0.017 0.44
H 2.2090 3.7465 5.4968 0.016 0.001 -0.039 0.43
C 4.4716 -0.0429 -6.0342 0.030 0.003 -0.074 -0.45
C 4.1153 -1.0496 -6.8267 0.062 0.058 -0.030 -0.60
C 3.1446 -2.0751 -6.3741 -0.122 -0.101 -0.008 0.37
O 2.8204 -2.9976 -7.0971 -0.015 0.041 -0.013 -0.61
C 2.5865 -1.9350 -5.0123 0.190 0.022 0.137 -0.27
C 2.9384 -0.9295 -4.2157 0.085 0.062 0.083 0.23
C 3.9098 0.0961 -4.6656 -0.105 -0.051 0.006 0.04
O 4.2382 1.0177 -3.9473 0.079 -0.010 -0.004 -0.45
H 5.1795 0.7158 -6.3440 -0.011 0.020 0.033 0.46
H 4.5119 -1.1690 -7.8272 -0.025 -0.035 -0.004 0.42
H 1.8800 -2.6934 -4.7048 0.012 -0.010 0.013 0.47
H 2.5281 -0.8215 -3.2135 0.228 -0.006 -0.351 0.35
C -5.8956 2.1142 -6.1473 -0.016 0.016 0.088 -0.46
C -5.4948 2.3469 -4.8998 -0.080 -0.005 -0.053 -0.35
C -4.0618 2.2663 -4.5257 -0.032 0.013 0.055 0.21
O -3.6937 2.4756 -3.3896 -0.179 -0.009 -0.309 -0.34
C -3.0916 1.9189 -5.5927 -0.050 0.273 -0.144 -0.66
C -3.4922 1.6861 -6.8403 0.011 0.173 0.047 -0.22
C -4.9263 1.7661 -7.2161 -0.027 0.011 -0.082 0.37
O -5.2908 1.5556 -8.3523 0.019 -0.014 0.027 -0.57
H -6.9362 2.1670 -6.4407 0.013 -0.007 -0.044 0.44
H -6.1860 2.6026 -4.1062 0.044 -0.002 0.036 0.54
H -2.0499 1.8669 -5.2977 -0.006 0.092 0.052 0.59
H -2.7999 1.4305 -7.6330 -0.038 -0.017 -0.030 0.41
C 0.3048 -2.0295 9.2914 0.033 0.041 -0.028 -0.32
C 0.0441 -3.0074 8.4277 0.019 0.061 0.037 -0.36
C -0.8510 -4.1336 8.7842 0.005 -0.059 -0.079 0.30
O -1.0872 -5.0255 7.9963 -0.021 0.023 0.002 -0.52
C -1.4475 -4.1290 10.1431 -0.019 0.031 0.090 -0.40
C -1.1880 -3.1522 11.0085 -0.045 -0.076 -0.014 -0.38
C -0.2916 -2.0244 10.6500 -0.001 0.003 0.021 0.33
O -0.0570 -1.1331 11.4375 -0.015 -0.012 -0.003 -0.55
H 0.9564 -1.2013 9.0449 -0.027 -0.028 0.044 0.66
H 0.4696 -3.0270 7.4322 -0.004 -0.025 -0.002 0.46
H -2.0989 -4.9593 10.3848 0.011 -0.020 -0.042 0.41
H -1.6133 -3.1321 12.0039 0.021 0.036 0.006 0.41
C -0.8341 -3.1063 -6.4992 0.046 -0.100 -0.027 -0.19
C -1.8992 -3.8321 -6.8304 0.076 0.042 0.027 -0.53
C -3.2744 -3.2967 -6.6764 -0.074 -0.059 -0.061 0.07
O -4.2453 -3.9572 -6.9756 0.014 0.017 0.020 -0.55
C -3.4164 -1.9195 -6.1403 0.059 0.102 0.023 -0.20
C -2.3515 -1.1941 -5.8092 0.023 -0.093 0.153 -0.29
C -0.9783 -1.7304 -5.9636 0.027 -0.101 -0.031 0.23
O -0.0043 -1.0704 -5.6641 -0.196 0.130 -0.075 -0.48
H 0.1787 -3.4792 -6.6047 0.021 0.054 -0.029 0.39
H -1.8153 -4.8371 -7.2237 -0.044 -0.001 -0.002 0.45
H -4.4274 -1.5458 -6.0357 -0.045 -0.031 -0.012 0.49
H -2.4354 -0.1883 -5.4156 0.106 -0.423 -0.014 0.57
```
Forces are in eV/Å.